No. 1
67
Properties=species:S:1:pos:R:3 method="wB97M-V/def2-TZVPD" fmax_ev_per_a=2.451 gap_ev="9.36 / 6.14" relative_energy_kcal_mol=5.0 e_lumo_ev="-11.00 / -14.62" total_charge=+4 multiplicity=5 s2=6.04 e_homo_ev="-20.36 / -20.76"
Os 0.6300 -0.0853 0.6601
C 3.4636 -0.7906 1.9103
C 2.7061 -1.2631 3.1473
C 1.4253 -2.0348 2.9550
C 1.2135 -3.1977 3.6803
C -0.0175 -3.8329 3.6536
C -1.0548 -3.2726 2.9106
C -0.7904 -2.1481 2.1744
N 0.4270 -1.5413 2.1793
N 2.8947 0.4382 1.3073
C 2.8509 1.5988 2.2243
C 1.4595 2.0338 2.6295
C 1.2869 3.0785 3.5183
C 0.0085 3.4504 3.9024
C -1.0887 2.7576 3.3915
C -0.8570 1.7254 2.5194
N 0.3968 1.3737 2.1252
C 3.4981 0.7707 0.0027
C 2.5841 1.6871 -0.7610
C 3.0256 2.7437 -1.5275
C 2.0962 3.5621 -2.1600
C 0.7384 3.2959 -2.0128
C 0.3553 2.2131 -1.2553
N 1.2639 1.4205 -0.6421
H 3.4774 -1.5701 1.1465
H 4.5043 -0.6078 2.1954
H 2.4751 -0.4204 3.8068
H 3.3858 -1.8959 3.7160
H 2.0201 -3.5979 4.2800
H -0.1715 -4.7504 4.2079
H -2.0442 -3.7079 2.9009
H -1.5617 -1.6924 1.5628
H 3.3587 2.4493 1.7638
H 3.4129 1.3711 3.1321
H 2.1532 3.5955 3.9123
H -0.1355 4.2567 4.6110
H -2.0998 3.0131 3.6759
H -1.6757 1.1426 2.1162
H 3.6480 -0.1545 -0.5608
H 4.4825 1.2303 0.1238
H 4.0867 2.9329 -1.6263
H 2.4269 4.4041 -2.7555
H -0.0100 3.9216 -2.4785
H -0.6864 1.9483 -1.1301
C -3.7779 0.3521 -1.2032
N -3.3996 -0.3337 -2.4274
C -4.4497 -0.3722 -3.4600
C -3.8949 -0.7769 -4.8021
C -3.0579 -2.0168 -4.5853
N -1.9829 -1.7111 -3.6392
C -0.7159 -2.3713 -3.8463
C -2.1585 -0.8835 -2.5257
O -1.2571 -0.7044 -1.6927
H -3.9637 1.4066 -1.4188
H -2.9975 0.2462 -0.4597
H -4.7128 -0.0762 -0.8360
H -4.9264 0.6083 -3.4840
H -5.2158 -1.0826 -3.1240
H -3.2878 0.0207 -5.2357
H -4.7052 -0.9874 -5.4986
H -2.6096 -2.3965 -5.5009
H -3.6641 -2.8302 -4.1610
H -0.4526 -2.3045 -4.9035
H -0.8199 -3.4380 -3.6111
H 0.0501 -1.9216 -3.2307
O 1.3589 -2.6099 -1.0140
C 1.0782 -1.6686 -0.4735

No. 2
17
Properties=species:S:1:pos:R:3 method="wB97M-V/def2-TZVPD" fmax_ev_per_a=3.522 gap_ev="7.25 / 6.62" relative_energy_kcal_mol=84.8 e_lumo_ev="-7.55 / -7.59" total_charge=+1 multiplicity=2 s2=0.76 e_homo_ev="-14.79 / -14.21"
C -0.7536 1.1467 1.8122
C -1.5204 0.7068 0.7179
C -1.2752 -0.3004 -0.1866
C -0.1131 -1.1835 0.0332
C 0.9817 -0.9627 -1.0390
O 1.9724 -1.7916 -0.9120
C 1.3976 0.5121 -0.9378
H -1.1208 1.9391 2.4938
H -2.1470 -0.5789 -0.8185
H 0.2740 0.7629 2.0127
H -2.4226 1.3166 0.5270
H -0.4195 -2.2244 0.1115
H 0.3295 -0.9083 1.0071
H 0.4418 -1.0982 -2.0371
H 0.4263 1.0557 -0.8325
H 1.8944 0.8765 -1.8419
H 2.0547 0.7315 -0.1100

No. 3
14
Properties=species:S:1:pos:R:3 method="wB97M-V/def2-TZVPD" fmax_ev_per_a=3.847 gap_ev=8.44 relative_energy_kcal_mol=0.0 e_lumo_ev=-1.38 total_charge=0 e_homo_ev=-9.82
C -0.9124 -0.1158 -0.4275
C 1.3614 0.2206 -0.1987
C -0.3564 -1.3869 0.1488
C 0.1428 0.8412 -0.7697
C -1.1710 0.4711 1.9490
C 1.1412 -1.1423 0.3199
N -3.2019 0.2888 -1.0959
N 3.5559 1.1886 -0.3872
N -2.1279 0.1543 -0.8275
N 2.5398 0.7471 -0.3663
O -1.0083 -2.4184 0.3120
O 0.0776 1.8325 -1.4488
O -1.9558 1.2696 2.1057
O 1.9153 -1.9505 0.6863

Copy entry 1 word for word.
67
Properties=species:S:1:pos:R:3 method="wB97M-V/def2-TZVPD" fmax_ev_per_a=2.451 gap_ev="9.36 / 6.14" relative_energy_kcal_mol=5.0 e_lumo_ev="-11.00 / -14.62" total_charge=+4 multiplicity=5 s2=6.04 e_homo_ev="-20.36 / -20.76"
Os 0.6300 -0.0853 0.6601
C 3.4636 -0.7906 1.9103
C 2.7061 -1.2631 3.1473
C 1.4253 -2.0348 2.9550
C 1.2135 -3.1977 3.6803
C -0.0175 -3.8329 3.6536
C -1.0548 -3.2726 2.9106
C -0.7904 -2.1481 2.1744
N 0.4270 -1.5413 2.1793
N 2.8947 0.4382 1.3073
C 2.8509 1.5988 2.2243
C 1.4595 2.0338 2.6295
C 1.2869 3.0785 3.5183
C 0.0085 3.4504 3.9024
C -1.0887 2.7576 3.3915
C -0.8570 1.7254 2.5194
N 0.3968 1.3737 2.1252
C 3.4981 0.7707 0.0027
C 2.5841 1.6871 -0.7610
C 3.0256 2.7437 -1.5275
C 2.0962 3.5621 -2.1600
C 0.7384 3.2959 -2.0128
C 0.3553 2.2131 -1.2553
N 1.2639 1.4205 -0.6421
H 3.4774 -1.5701 1.1465
H 4.5043 -0.6078 2.1954
H 2.4751 -0.4204 3.8068
H 3.3858 -1.8959 3.7160
H 2.0201 -3.5979 4.2800
H -0.1715 -4.7504 4.2079
H -2.0442 -3.7079 2.9009
H -1.5617 -1.6924 1.5628
H 3.3587 2.4493 1.7638
H 3.4129 1.3711 3.1321
H 2.1532 3.5955 3.9123
H -0.1355 4.2567 4.6110
H -2.0998 3.0131 3.6759
H -1.6757 1.1426 2.1162
H 3.6480 -0.1545 -0.5608
H 4.4825 1.2303 0.1238
H 4.0867 2.9329 -1.6263
H 2.4269 4.4041 -2.7555
H -0.0100 3.9216 -2.4785
H -0.6864 1.9483 -1.1301
C -3.7779 0.3521 -1.2032
N -3.3996 -0.3337 -2.4274
C -4.4497 -0.3722 -3.4600
C -3.8949 -0.7769 -4.8021
C -3.0579 -2.0168 -4.5853
N -1.9829 -1.7111 -3.6392
C -0.7159 -2.3713 -3.8463
C -2.1585 -0.8835 -2.5257
O -1.2571 -0.7044 -1.6927
H -3.9637 1.4066 -1.4188
H -2.9975 0.2462 -0.4597
H -4.7128 -0.0762 -0.8360
H -4.9264 0.6083 -3.4840
H -5.2158 -1.0826 -3.1240
H -3.2878 0.0207 -5.2357
H -4.7052 -0.9874 -5.4986
H -2.6096 -2.3965 -5.5009
H -3.6641 -2.8302 -4.1610
H -0.4526 -2.3045 -4.9035
H -0.8199 -3.4380 -3.6111
H 0.0501 -1.9216 -3.2307
O 1.3589 -2.6099 -1.0140
C 1.0782 -1.6686 -0.4735

What did the first record say?
67
Properties=species:S:1:pos:R:3 method="wB97M-V/def2-TZVPD" fmax_ev_per_a=2.451 gap_ev="9.36 / 6.14" relative_energy_kcal_mol=5.0 e_lumo_ev="-11.00 / -14.62" total_charge=+4 multiplicity=5 s2=6.04 e_homo_ev="-20.36 / -20.76"
Os 0.6300 -0.0853 0.6601
C 3.4636 -0.7906 1.9103
C 2.7061 -1.2631 3.1473
C 1.4253 -2.0348 2.9550
C 1.2135 -3.1977 3.6803
C -0.0175 -3.8329 3.6536
C -1.0548 -3.2726 2.9106
C -0.7904 -2.1481 2.1744
N 0.4270 -1.5413 2.1793
N 2.8947 0.4382 1.3073
C 2.8509 1.5988 2.2243
C 1.4595 2.0338 2.6295
C 1.2869 3.0785 3.5183
C 0.0085 3.4504 3.9024
C -1.0887 2.7576 3.3915
C -0.8570 1.7254 2.5194
N 0.3968 1.3737 2.1252
C 3.4981 0.7707 0.0027
C 2.5841 1.6871 -0.7610
C 3.0256 2.7437 -1.5275
C 2.0962 3.5621 -2.1600
C 0.7384 3.2959 -2.0128
C 0.3553 2.2131 -1.2553
N 1.2639 1.4205 -0.6421
H 3.4774 -1.5701 1.1465
H 4.5043 -0.6078 2.1954
H 2.4751 -0.4204 3.8068
H 3.3858 -1.8959 3.7160
H 2.0201 -3.5979 4.2800
H -0.1715 -4.7504 4.2079
H -2.0442 -3.7079 2.9009
H -1.5617 -1.6924 1.5628
H 3.3587 2.4493 1.7638
H 3.4129 1.3711 3.1321
H 2.1532 3.5955 3.9123
H -0.1355 4.2567 4.6110
H -2.0998 3.0131 3.6759
H -1.6757 1.1426 2.1162
H 3.6480 -0.1545 -0.5608
H 4.4825 1.2303 0.1238
H 4.0867 2.9329 -1.6263
H 2.4269 4.4041 -2.7555
H -0.0100 3.9216 -2.4785
H -0.6864 1.9483 -1.1301
C -3.7779 0.3521 -1.2032
N -3.3996 -0.3337 -2.4274
C -4.4497 -0.3722 -3.4600
C -3.8949 -0.7769 -4.8021
C -3.0579 -2.0168 -4.5853
N -1.9829 -1.7111 -3.6392
C -0.7159 -2.3713 -3.8463
C -2.1585 -0.8835 -2.5257
O -1.2571 -0.7044 -1.6927
H -3.9637 1.4066 -1.4188
H -2.9975 0.2462 -0.4597
H -4.7128 -0.0762 -0.8360
H -4.9264 0.6083 -3.4840
H -5.2158 -1.0826 -3.1240
H -3.2878 0.0207 -5.2357
H -4.7052 -0.9874 -5.4986
H -2.6096 -2.3965 -5.5009
H -3.6641 -2.8302 -4.1610
H -0.4526 -2.3045 -4.9035
H -0.8199 -3.4380 -3.6111
H 0.0501 -1.9216 -3.2307
O 1.3589 -2.6099 -1.0140
C 1.0782 -1.6686 -0.4735

Copy entry 3 word for word.
14
Properties=species:S:1:pos:R:3 method="wB97M-V/def2-TZVPD" fmax_ev_per_a=3.847 gap_ev=8.44 relative_energy_kcal_mol=0.0 e_lumo_ev=-1.38 total_charge=0 e_homo_ev=-9.82
C -0.9124 -0.1158 -0.4275
C 1.3614 0.2206 -0.1987
C -0.3564 -1.3869 0.1488
C 0.1428 0.8412 -0.7697
C -1.1710 0.4711 1.9490
C 1.1412 -1.1423 0.3199
N -3.2019 0.2888 -1.0959
N 3.5559 1.1886 -0.3872
N -2.1279 0.1543 -0.8275
N 2.5398 0.7471 -0.3663
O -1.0083 -2.4184 0.3120
O 0.0776 1.8325 -1.4488
O -1.9558 1.2696 2.1057
O 1.9153 -1.9505 0.6863